1.
Formula: C6H10
Source: the Open Molecules 2025 dataset
Level of theory: ωB97M-V/def2-TZVPD

Each atom is followed by the atoms it is bonded to, with distances in Å.
Positions of all 16 atoms, in Å:
1 C 1.912 -0.980 1.111  C2 1.325, H7 1.085, H8 1.075
2 C 0.784 -1.377 0.540  C1 1.325, C3 1.510, H9 1.082
3 C 0.085 -0.416 -0.392  C2 1.510, C4 1.328, C5 1.520
4 C 0.727 -0.124 -1.518  C3 1.328, H10 1.087, H11 1.082
5 C -1.314 0.114 -0.126  C3 1.520, C6 1.545, H12 1.090, H13 1.090
6 C -1.427 1.590 0.318  C5 1.545, H14 1.079, H15 1.091, H16 1.093
7 H 2.465 -1.596 1.812  C1 1.085
8 H 2.337 0.001 0.996  C1 1.075
9 H 0.315 -2.352 0.568  C2 1.082
10 H 1.609 -0.685 -1.817  C4 1.087
11 H 0.414 0.513 -2.335  C4 1.082
12 H -1.835 0.016 -1.078  C5 1.090
13 H -1.793 -0.493 0.643  C5 1.090
14 H -2.484 1.807 0.318  C6 1.079
15 H -0.869 2.276 -0.321  C6 1.091
16 H -0.926 1.708 1.281  C6 1.093

Results
- LUMO energy (eV) = 1.09
- structure (SMILES) = C=CC(=C)CC
- energy above the lowest of the compared OMol25 structures with the same formula, charge and spin (kcal per mole) = 31.1
- Kohn-Sham gap (eV) = 10.31
- highest occupied orbital energy (eV) = -9.2209
- energy (hartree) = -234.5530



2.
Formula: C6H10
Source: the Open Molecules 2025 dataset
Level of theory: ωB97M-V/def2-TZVPD

Each atom is followed by the atoms it is bonded to, with distances in Å.
Positions of all 16 atoms, in Å:
1 C -1.082 -0.725 1.364  C2 1.527, H7 1.096, H8 1.095, H9 1.096
2 C -0.584 0.435 0.504  C1 1.527, C3 1.561, C6 1.535, H10 1.095
3 C 0.934 0.798 0.526  C2 1.561, C4 1.527, H11 1.094, H12 1.097
4 C 0.984 0.632 -0.991  C3 1.527, C5 1.496, C6 1.518, H13 1.086
5 C 0.580 -0.762 -1.352  C4 1.496, C6 1.499, H14 1.091, H15 1.087
6 C -0.482 0.240 -1.015  C2 1.535, C4 1.518, C5 1.499, H16 1.087
7 H -0.574 -0.741 2.335  C1 1.096
8 H -2.158 -0.654 1.556  C1 1.095
9 H -0.897 -1.691 0.880  C1 1.096
10 H -1.166 1.336 0.726  C2 1.095
11 H 1.109 1.823 0.864  C3 1.094
12 H 1.586 0.124 1.095  C3 1.097
13 H 1.528 1.273 -1.678  C4 1.086
14 H 0.805 -1.584 -0.671  C5 1.091
15 H 0.661 -1.022 -2.404  C5 1.087
16 H -1.244 0.519 -1.738  C6 1.087

Results
- LUMO energy (eV) = 1.25
- structure (SMILES) = C[C@H]1C[C@H]2C[C@H]21
- energy above the lowest of the compared OMol25 structures with the same formula, charge and spin (kcal per mole) = 30.4
- Kohn-Sham gap (eV) = 10.85
- highest occupied orbital energy (eV) = -9.5985
- energy (hartree) = -234.5540